This record from the OMol25 dataset describes a molecular structure, C39H45N6O8OsP2S2Se. The level of theory is ωB97M-V/def2-TZVPD.

CARTESIAN COORDINATES (ANGSTROEM)
Os -0.427387 -0.173638 0.188541
Se 1.234930 -3.967512 -6.423111
N 0.328209 -4.467443 -4.958950
C 0.290044 -3.442314 -4.157879
C -0.368272 -3.452991 -2.851282
C -0.996897 -4.561415 -2.345598
C -1.581529 -4.509886 -1.072496
C -1.512830 -3.319041 -0.375013
N -0.930336 -2.217935 -0.844632
C -0.326160 -2.258287 -2.075849
C 0.350679 -1.108200 -2.514343
N 0.427770 -0.013930 -1.669356
C 1.016195 1.117198 -2.093652
C 1.578668 1.253141 -3.331975
C 1.573269 0.131924 -4.193071
C 0.978259 -1.029679 -3.792082
C 0.953458 -2.234729 -4.629770
N 1.510173 -2.308495 -5.802578
H -1.018836 -5.466099 -2.939493
H -2.067539 -5.368713 -0.635271
H -1.924317 -3.241125 0.621582
H 1.035305 1.929507 -1.378494
H 2.042076 2.185897 -3.613359
H 2.040005 0.171890 -5.168388
C -3.161417 -1.444115 2.700706
C -2.935771 0.025076 2.482876
O -1.500371 0.238132 2.223070
P -0.564884 1.360148 2.900037
S 0.440760 2.266070 1.477757
S 0.991370 0.624268 3.835162
O -1.524302 2.250657 3.750810
C -1.433963 2.431198 5.186820
C -2.070917 1.277428 5.919933
H -4.225038 -1.609326 2.881500
H -2.588585 -1.818710 3.547016
H -2.870341 -2.011381 1.820709
H -3.194780 0.632973 3.345001
H -3.458274 0.421260 1.617046
H -1.959018 3.367291 5.364813
H -0.383876 2.556018 5.451407
H -3.135575 1.208662 5.698584
H -1.955670 1.427612 6.994206
H -1.590641 0.331515 5.663052
O -0.099406 -2.585047 2.303097
C 0.951022 -2.305091 1.761688
N 2.121006 -2.993288 1.834948
C 3.184424 -2.398509 1.053427
C 2.460037 -1.138669 0.522453
O 2.975505 -0.288500 -0.160269
N 1.147514 -1.213198 0.912172
C 4.380803 -2.075873 1.936557
C 5.203382 -3.124689 2.338556
C 6.259013 -2.901330 3.206185
C 6.512300 -1.618903 3.675732
C 5.703044 -0.569641 3.270669
C 4.640199 -0.794497 2.404790
C 3.556337 -3.223228 -0.173455
C 4.591670 -2.778451 -0.994174
C 4.901411 -3.463339 -2.155320
C 4.184339 -4.601234 -2.510450
C 3.156543 -5.044760 -1.696469
C 2.841085 -4.355443 -0.530273
H 2.239994 -3.752078 2.482922
H 5.027263 -4.122472 1.952581
H 6.891387 -3.725344 3.509492
H 7.340978 -1.439645 4.347767
H 5.898051 0.434077 3.625650
H 4.024125 0.037445 2.091283
H 5.137528 -1.883668 -0.726234
H 5.700200 -3.104570 -2.791084
H 4.425553 -5.132897 -3.421433
H 2.586529 -5.922765 -1.971158
H 2.012684 -4.687865 0.082211
C -3.604581 1.161961 -3.245495
C -4.552328 1.037542 -2.062636
C -5.933946 1.557054 -2.424637
C -4.628503 -0.396875 -1.561735
O -4.142904 1.898330 -0.950443
P -2.679557 2.153651 -0.412787
O -2.714555 2.741677 0.937243
O -1.962356 0.786806 -0.548969
O -1.916189 3.021140 -1.495782
C -1.939381 4.479484 -1.581676
C -1.405910 4.768872 -2.973284
C -1.016585 5.036418 -0.509277
C -3.359320 4.997407 -1.420121
H -3.973051 0.526951 -4.053141
H -2.593593 0.841313 -2.997289
H -3.564062 2.189461 -3.607219
H -6.349756 0.975628 -3.248476
H -5.878715 2.602085 -2.729534
H -6.603277 1.480225 -1.568133
H -5.056866 -1.030614 -2.340075
H -5.271800 -0.452342 -0.682054
H -3.642944 -0.784408 -1.309435
H -0.398774 4.367147 -3.084848
H -1.375937 5.844959 -3.149909
H -2.043561 4.308671 -3.728184
H -0.019035 4.606335 -0.613508
H -1.394953 4.805772 0.484603
H -0.934130 6.119428 -0.620662
H -4.013568 4.587949 -2.191048
H -3.354320 6.084650 -1.513557
H -3.765909 4.741398 -0.441882

Force components x, y, z for each atom (eV/Å):
-0.0760 0.1189 -0.2086
-0.0350 0.0641 0.1314
0.0184 -0.0389 -0.0545
-0.0101 0.0762 0.1027
0.0990 0.0156 -0.2259
-0.0656 -0.0900 0.0998
0.0483 -0.0098 -0.1080
0.0172 0.0962 -0.0260
-0.1227 -0.2145 0.0317
0.0326 0.0587 0.0684
0.0537 0.0068 0.0259
-0.1282 -0.1380 0.0102
0.0486 0.0088 0.1395
0.0004 -0.1184 -0.0848
0.0449 0.1687 0.0113
-0.0057 -0.2366 -0.1157
-0.0366 0.0339 0.1180
0.0260 -0.0170 -0.0565
-0.0052 -0.0093 0.0019
-0.0118 -0.0109 0.0062
0.0093 -0.0354 0.0017
-0.0209 -0.0188 -0.0011
0.0030 0.0041 -0.0124
0.0038 0.0032 -0.0010
-0.0806 0.0063 0.0309
0.1045 -0.0159 0.0274
0.0661 -0.0941 -0.2504
0.1527 -0.0131 0.1528
0.2811 0.4080 -0.1240
0.0254 -0.0783 0.1309
-0.3030 -0.0442 0.0494
0.0833 0.0942 -0.0484
-0.0030 -0.0176 0.0815
-0.0040 -0.0074 0.0098
0.0163 0.0062 0.0117
-0.0009 0.0178 -0.0115
-0.0143 -0.0245 -0.0060
0.0016 -0.0244 0.0046
0.0194 -0.0204 0.0288
-0.0221 -0.0386 0.0180
-0.0113 -0.0030 -0.0168
-0.0198 -0.0016 0.0061
0.0208 0.0160 -0.0099
-0.0389 0.0280 0.0937
0.0475 -0.1520 -0.1551
-0.0763 -0.0416 0.0867
0.0321 0.1093 0.1022
0.0510 -0.1481 -0.0583
-0.0214 0.1177 0.0696
-0.0944 0.2714 0.0159
0.0311 -0.0063 -0.0508
0.0246 -0.0176 -0.0249
0.0311 0.0250 0.0262
-0.0198 -0.0243 -0.0186
0.0050 0.0004 0.0040
-0.0257 0.0195 0.0307
0.0741 0.0121 -0.0230
-0.0037 -0.0339 0.0267
-0.0176 -0.0122 -0.0187
0.0212 0.0355 0.0009
-0.0168 0.0100 -0.0107
-0.1183 -0.0237 -0.0704
0.0268 0.0182 0.0115
-0.0168 -0.0085 -0.0060
0.0031 -0.0133 0.0011
0.0093 0.0013 0.0100
-0.0014 0.0047 -0.0008
-0.0133 0.0044 -0.0119
0.0111 0.0129 0.0110
0.0078 -0.0037 -0.0104
-0.0020 -0.0086 -0.0151
-0.0159 -0.0089 0.0000
0.0114 -0.0135 0.0093
-0.0042 -0.0197 -0.0803
0.0417 0.0692 0.0467
-0.0102 -0.0325 -0.0309
-0.0313 -0.0339 -0.0089
-0.0701 0.0226 0.0097
0.1610 -0.0197 0.0025
-0.0768 0.0169 0.0211
-0.1519 -0.1528 0.0676
0.0294 0.0493 -0.0561
0.0029 -0.0904 0.0496
0.0088 0.0399 -0.0236
0.0225 0.0700 -0.0333
-0.0382 0.0838 -0.0128
-0.0028 0.0141 -0.0044
-0.0010 -0.0187 0.0301
-0.0009 0.0166 0.0110
-0.0004 -0.0082 0.0036
0.0091 0.0116 -0.0005
-0.0040 0.0057 0.0129
-0.0097 -0.0058 0.0020
-0.0039 0.0055 0.0097
0.0344 0.0117 0.0017
0.0167 -0.0148 0.0084
0.0026 -0.0022 0.0104
-0.0175 0.0002 -0.0075
0.0054 -0.0033 -0.0172
-0.0237 -0.0183 0.0162
-0.0095 -0.0046 0.0114
0.0108 -0.0137 -0.0064
-0.0144 -0.0037 -0.0140
0.0212 -0.0114 0.0176

Computed properties:
Gap between HOMO and LUMO (spin up / spin down) in eV: 5.04 / 5.76
2S+1: 6

Atom charges from the Löwdin analysis, given in e for atoms 1 to 2: 1.48 1.06

---

This record from the OMol25 dataset describes a molecular structure, C52H37BrClIN6O3PY. The level of theory is ωB97M-V/def2-TZVPD.

CARTESIAN COORDINATES (ANGSTROEM)
Y 0.400935 -0.523779 1.062218
O -1.120449 3.069141 6.128527
C -0.888296 2.245702 5.037466
C -1.547683 0.993900 4.790205
C -1.359729 0.386946 3.579886
N -0.530170 0.933921 2.640586
C 0.193690 1.997807 2.925288
Br 1.570013 2.599009 1.718521
C 0.025149 2.722134 4.097483
H -1.769867 2.743284 6.816002
H -2.376806 0.603687 5.433270
H -1.825296 -0.534206 3.247925
H 0.634689 3.597592 4.364412
C 1.444129 -3.540974 4.447251
C 0.785188 -2.902070 3.374663
N 1.441670 -2.087341 2.481463
C 2.783726 -1.955700 2.563467
C 3.518709 -2.657410 3.607410
C 2.817291 -3.441016 4.521430
C 4.943794 -2.674922 3.614650
C 5.641411 -1.796412 2.816443
C 4.932092 -0.873623 1.980914
C 5.641814 -0.008967 1.133481
C 5.013509 0.695063 0.106738
C 3.644105 0.524855 -0.009464
N 2.885540 -0.303177 0.736247
C 3.518295 -0.982772 1.759248
H 0.849747 -4.097356 5.208712
H -0.305330 -2.877769 3.342828
H 3.409372 -4.004282 5.260082
H 5.389089 -3.384247 4.274548
H 6.713630 -1.706283 2.822682
H 6.728758 0.130224 1.226417
H 5.617100 1.457180 -0.427469
H 3.068214 1.121575 -0.684790
Cl -0.949021 1.236533 -0.981093
C -2.151274 2.367287 -1.758204
C -3.402407 1.877944 -2.155583
C -4.455909 2.721074 -2.585088
C -4.109812 4.076778 -2.752442
C -2.861846 4.583435 -2.415993
C -1.863751 3.758560 -1.817241
P -0.272818 4.452562 -1.203720
C -0.681698 6.083088 -0.646185
C -0.947065 6.264682 0.731265
C -1.294412 7.522687 1.191213
C -1.389280 8.598082 0.326021
C -1.174922 8.405455 -1.056236
C -0.792293 7.177862 -1.520554
C 0.779888 4.737777 -2.641788
C 2.164009 4.905241 -2.435601
C 3.050733 5.048608 -3.514144
C 2.570189 4.986531 -4.806036
C 1.200458 4.806177 -5.043163
C 0.332457 4.637665 -3.971146
H -3.533492 0.820740 -2.008816
H -5.424607 2.291154 -2.900201
H -4.779857 4.739316 -3.297105
H -2.567502 5.576978 -2.746988
H -0.834613 5.439403 1.409093
H -1.402436 7.701112 2.237808
H -1.626216 9.553310 0.742134
H -1.402962 9.204222 -1.815996
H -0.443597 7.070986 -2.593440
H 2.537533 4.865327 -1.399463
H 4.167204 5.195580 -3.431495
H 3.245922 5.076351 -5.709232
H 0.824185 4.917362 -6.081773
H -0.774042 4.582312 -4.146501
N 0.480068 -10.980831 -2.430103
C 0.347366 -9.818114 -2.376391
C 0.361083 -8.373268 -2.166820
C 0.131251 -7.509076 -3.259828
C 0.259142 -6.149275 -3.045191
C 0.685217 -5.645546 -1.792828
C 0.863065 -6.488344 -0.699640
C 0.704929 -7.856488 -0.877440
N 0.972491 -4.246345 -1.634681
C 1.222536 -3.353187 -2.664298
C 1.061253 -2.091879 -2.214287
N 0.739757 -2.135218 -0.786727
C 0.749786 -3.463823 -0.555351
H -0.156289 -7.870370 -4.197513
H 0.142905 -5.491663 -3.945178
H 1.221164 -6.018235 0.254193
H 0.926898 -8.539834 -0.093077
H 1.589781 -3.696377 -3.643316
H 0.969524 -1.216935 -2.840715
H 0.612490 -3.841123 0.450672
I -6.924075 -4.830622 -2.082610
C -5.501612 -3.943314 -0.758027
C -5.563498 -4.024286 0.652901
C -4.537312 -3.510790 1.430203
C -3.375098 -2.993193 0.734753
C -3.272108 -3.015122 -0.671576
C -4.377889 -3.525143 -1.364861
C -2.390505 -2.225181 1.620096
O -2.362653 -2.327980 2.842839
O -1.642638 -1.325566 1.003902
H -6.437964 -4.492833 1.064074
H -4.500612 -3.572989 2.520104
H -2.369412 -2.710781 -1.213191
H -4.253855 -3.468198 -2.461150

Force components x, y, z for each atom (eV/Å):
-1.2685 -0.2530 -1.5260
-0.2002 -1.4890 -0.6391
-1.3412 -0.0052 1.2179
-1.0408 0.9210 0.7763
0.5758 0.9580 -0.5262
0.8504 -0.6828 -0.1522
-0.1889 1.0503 1.2975
-0.7926 -0.4969 0.2139
0.6351 0.2591 0.3700
0.9663 0.0533 -1.3885
1.1661 0.4009 -0.3238
-0.2644 0.0566 0.4164
-0.4344 -0.3955 -0.3931
-0.6964 -0.1226 -0.1465
0.8602 1.2279 0.2774
-0.6819 -0.9295 0.9992
1.0798 -0.0128 1.8465
-0.6179 0.2761 -1.8307
-0.0517 -0.5881 0.2438
0.4579 1.5616 -1.0659
-1.0826 -0.4230 1.2777
-0.7970 -0.5491 -1.0310
0.3793 0.6821 -0.8642
0.9363 0.1631 1.3718
-1.1185 -0.3529 0.3273
1.2408 0.0320 1.1124
0.5464 -0.5352 -0.7250
0.5733 0.4498 -0.8748
0.1491 -0.1879 -0.3179
-0.5045 0.3958 -0.2022
0.6067 -0.1986 0.2975
0.2163 -0.2534 0.0859
-0.5328 -0.2811 0.2362
-0.8555 -0.7743 -0.0108
-0.1122 0.2241 -0.6426
-0.4535 0.3254 -0.7253
-0.7418 1.9748 0.2314
-0.0207 -0.1297 0.7066
1.7077 -0.0290 -0.1324
-0.4652 -0.2475 -0.6438
0.7657 -1.3034 0.1405
-0.3356 -0.4185 -0.8207
0.5670 -1.2852 0.7372
-0.5949 1.0718 0.6164
0.1631 0.2069 -1.3933
0.4728 0.1354 -0.2234
-0.0252 -0.6134 -0.9823
-0.8902 1.5749 -0.0275
0.9841 -0.8893 -1.0572
0.7383 -0.6121 -1.2479
0.1146 -0.1631 0.3271
1.1056 -0.0262 0.2030
-0.1251 0.0093 -1.6309
0.1306 0.3767 -0.4508
-1.2654 0.7692 0.0641
-0.3691 -0.3002 -0.1673
0.7329 0.4285 0.3406
-0.1183 -0.1019 0.3636
-0.2922 0.0184 0.5113
-0.0340 -0.2980 0.2010
-0.2189 -0.0049 0.5684
-0.1827 0.5140 -0.0720
0.6065 -0.6509 1.1292
-0.7883 0.0315 1.3024
-0.0780 0.2558 -0.5454
-1.4655 -0.1933 0.4760
-0.7387 0.0050 1.3599
0.1963 -0.4545 0.8725
1.2109 -0.1749 0.0161
-0.4943 2.6725 -0.0391
0.5610 -1.9082 0.4395
0.1393 0.1789 0.2484
0.3530 0.2157 2.6616
0.6347 1.2219 -0.5259
-0.0994 -0.5024 -0.5225
0.4261 0.5347 0.2755
-0.2563 0.0634 -1.6859
-0.0986 1.2089 -0.0140
0.3048 -0.3780 -1.0827
-0.8072 -0.0584 1.7150
0.9030 -1.9872 -2.4958
-0.4713 1.1354 0.8959
-0.2800 -0.5861 -1.2092
-0.0128 -0.4568 1.1970
-0.4141 -0.9037 -0.9115
-0.0119 -0.4045 0.5037
-0.5917 0.2263 0.6399
0.3969 0.1967 0.3978
-0.2355 -0.2587 -0.2868
0.2015 0.3817 0.7977
-1.0038 -1.3455 0.7100
-0.2358 0.1720 -0.6101
1.4390 -0.0039 -1.5906
-0.3289 0.5270 0.9871
-0.6399 -0.4036 1.5991
2.4784 1.4699 -2.0300
-0.3149 0.3419 -0.8521
-0.0470 -0.6245 -0.1836
0.9070 -0.6308 0.2206
-0.1662 0.0011 0.4218
-0.2396 0.1848 -0.4291
-0.4397 0.1292 0.3841
-0.5068 -0.3923 0.6206

Computed properties:
Gap between HOMO and LUMO in eV: 5.71
Charge: +2

Atom charges from the Löwdin analysis, given in e for atoms 1 to 2: 1.45 0.07

---

Asked for E_tot across the records above, the calculation gives -174562.0137; -170595.2547 eV in order.
Asked for energy above the lowest of the compared OMol25 structures with the same formula, charge and spin across the records above, the calculation gives 1.050; 2.457 eV in order.